No. 1
{"formula": "C4H11InSe7SiTe", "method": "the ωB97M-V functional and the def2-TZVPD basis", "symbols": ["In", "Se", "Se", "Te", "Se", "Se", "Se", "Se", "Se", "C", "Si", "C", "C", "C", "H", "H", "H", "H", "H", "H", "H", "H", "H", "H", "H"], "coordinates": [[-1.77640, 1.00806, -0.46684], [-2.88254, -0.16723, 1.97892], [-4.35453, -1.71750, 1.16961], [-3.09134, -2.78322, -0.73287], [-2.71591, -0.79000, -2.21341], [-0.10062, 2.21056, -2.74257], [-0.85235, 4.34705, -2.47315], [-3.16356, 4.11316, -2.38151], [-3.56601, 3.05998, -0.35148], [2.89037, -0.36040, 1.46737], [1.23648, -0.43757, 0.47050], [0.38577, -2.00928, 1.15800], [1.69070, -0.66941, -1.36962], [0.18015, 1.10150, 0.70918], [3.48986, -1.24193, 1.26438], [2.69914, -0.33388, 2.53530], [3.48692, 0.50933, 1.21420], [0.90081, -2.92331, 0.86826], [-0.63713, -2.07751, 0.79356], [0.33563, -1.97777, 2.24360], [2.33488, -1.52768, -1.55261], [2.19128, 0.22050, -1.74470], [0.78280, -0.79089, -1.95863], [0.67727, 2.00919, 0.37208], [-0.14166, 1.22824, 1.74243]], "mulliken_charge": [0.77, -0.50, -0.23, -0.21, -0.32, -0.49, -0.23, -0.24, -0.34, -1.10, 0.24, -0.60, -0.83, -0.77, 0.27, 0.29, 0.30, 0.30, -0.05, 0.27, 0.31, 0.28, 0.22, 0.32, 0.36], "charge": -2, "multiplicity": 1, "total_energy_ev": -482101.905, "e_homo_ev": -1.2, "max_force_ev_per_a": 0.93}

***

No. 2
{"formula": "C4H11N2", "method": "the ωB97M-V functional and the def2-TZVPD basis", "symbols": ["C", "C", "C", "C", "N", "N", "H", "H", "H", "H", "H", "H", "H", "H", "H", "H", "H"], "coordinates": [[1.97912, -0.89201, -0.64291], [-1.07605, 0.39882, 0.46162], [-1.73163, 0.76967, -0.80640], [1.68555, 1.04146, 0.75106], [1.25994, -0.17374, 0.09479], [-1.42011, -1.07378, 0.56398], [2.92313, -0.53189, -0.89414], [1.43693, -1.72765, -1.08650], [-1.95806, 0.03784, -1.58175], [-0.98876, 1.50752, -1.30217], [-2.41632, 1.50286, -0.42644], [2.80488, 1.10757, 0.96375], [1.10597, 1.79957, 0.38702], [1.14398, 0.82921, 1.79917], [-0.68170, -1.67518, 0.86544], [-1.80100, -1.61523, -0.22924], [-2.26590, -1.30505, 1.08271]], "mulliken_charge": [-0.35, -0.11, -0.77, -0.86, -0.20, -0.32, 0.33, 0.23, 0.41, 0.25, 0.34, 0.36, 0.32, 0.31, 0.33, 0.35, 0.37], "charge": 1, "multiplicity": 1, "relative_energy_ev": 6.662, "total_energy_ev": -7294.286, "e_homo_ev": -13.8, "max_force_ev_per_a": 5.92}

***

No. 3
{"formula": "C4H11N2", "method": "the ωB97M-V functional and the def2-TZVPD basis", "symbols": ["C", "C", "C", "C", "N", "N", "H", "H", "H", "H", "H", "H", "H", "H", "H", "H", "H"], "coordinates": [[2.45381, 0.81256, 0.32206], [1.58773, 0.51451, -0.67249], [-2.09751, 0.23452, -0.25925], [0.68460, -0.65175, -0.73840], [0.76638, -1.71630, 0.04184], [-0.88962, 0.61964, 0.46355], [2.86371, 1.78802, 0.25960], [2.38010, 0.38105, 1.28082], [1.58009, 1.17432, -1.51968], [-2.39341, -0.76764, 0.13003], [-2.89647, 0.99033, -0.15898], [-1.76164, 0.28778, -1.26963], [-0.08441, -0.72143, -1.62692], [1.22628, -1.63222, 0.93037], [0.14719, -2.43230, 0.01276], [-0.61503, 1.51697, 0.36698], [-0.94676, 0.47882, 1.51497]], "mulliken_charge": [-0.76, -0.20, -0.78, 0.13, -0.26, -0.45, 0.32, 0.29, 0.39, 0.29, 0.33, 0.32, 0.40, 0.21, 0.26, 0.26, 0.26], "charge": 1, "multiplicity": 1, "relative_energy_ev": 2.971, "total_energy_ev": -7297.977, "e_homo_ev": -13.8, "max_force_ev_per_a": 4.66}

***

No. 4
{"formula": "C4H11N2", "method": "the ωB97M-V functional and the def2-TZVPD basis", "symbols": ["C", "C", "C", "N", "C", "N", "H", "H", "H", "H", "H", "H", "H", "H", "H", "H", "H"], "coordinates": [[-0.07292, 1.90278, -1.72211], [1.14250, 1.22162, -1.03872], [0.78860, 0.68106, 0.31670], [-0.09793, -0.51506, 0.18467], [-0.55487, -1.12222, 1.24173], [-1.06076, -2.33540, 1.25302], [-0.73237, 2.34673, -0.97563], [0.18034, 2.67356, -2.44168], [-0.67141, 1.11266, -2.17927], [1.39699, 0.37526, -1.68740], [2.05513, 1.80130, -0.97384], [1.65405, 0.40686, 0.90778], [0.24407, 1.40038, 0.92615], [0.01003, -1.06744, -0.65871], [-0.53984, -0.59817, 2.19222], [-1.30588, -2.77490, 2.12584], [-1.17056, -2.88436, 0.40874]], "mulliken_charge": [-0.97, -0.62, -0.65, -0.17, 0.23, -0.30, 0.29, 0.33, 0.28, 0.30, 0.38, 0.41, 0.39, 0.27, 0.34, 0.26, 0.23], "charge": 1, "smiles": "CCCNC=[NH2+]", "multiplicity": 1, "relative_energy_ev": 0.533, "total_energy_ev": -7300.415, "e_homo_ev": -15.2, "max_force_ev_per_a": 1.11}

***

No. 5
{"formula": "C4H11N2", "method": "the ωB97M-V functional and the def2-TZVPD basis", "symbols": ["C", "C", "C", "C", "N", "N", "H", "H", "H", "H", "H", "H", "H", "H", "H", "H", "H"], "coordinates": [[0.41148, -2.31730, 1.52933], [-1.28026, 1.60372, -0.90063], [-1.30437, 0.49780, 0.14309], [0.52156, -0.69853, -0.07401], [0.95366, -1.23041, 1.12969], [1.51190, 0.47743, -0.37107], [0.82073, -2.86586, 2.30552], [-0.25645, -2.81860, 0.74539], [-0.96011, 1.24317, -1.86457], [-0.65817, 2.36558, -0.41687], [-2.27490, 2.07990, -0.85217], [-1.89814, -0.38630, -0.14851], [-1.17893, 0.92985, 1.10724], [0.41431, -1.23838, -1.02786], [2.24459, 0.18469, -1.08041], [1.91784, 0.91249, 0.51392], [1.01524, 1.26076, -0.73808]], "mulliken_charge": [-0.28, -1.17, -0.39, -0.34, -0.42, -0.27, 0.33, 0.23, 0.34, 0.40, 0.34, 0.38, 0.39, 0.47, 0.37, 0.39, 0.23], "charge": 1, "multiplicity": 1, "relative_energy_ev": 4.356, "total_energy_ev": -7296.592, "e_homo_ev": -13.4, "max_force_ev_per_a": 4.38}

***

No. 6
{"formula": "C4H11N2", "method": "the ωB97M-V functional and the def2-TZVPD basis", "symbols": ["C", "C", "N", "H", "H", "H", "H", "H", "H", "C", "C", "N", "H", "H", "H", "H", "H"], "coordinates": [[-0.02100, -1.74123, -1.04572], [0.17694, -2.92766, -0.50115], [0.93770, -0.64803, -0.89436], [-0.92476, -1.48234, -1.57659], [-0.62946, -3.64222, -0.42108], [1.13384, -3.23619, -0.09476], [0.44431, 0.21410, -0.15169], [1.82253, -1.03196, -0.56650], [1.08681, -0.21362, -1.80695], [0.08342, 2.54558, 0.44688], [-1.19550, 0.83971, 1.36497], [-0.26176, 1.12225, 0.55386], [-0.81252, 3.13326, 0.25596], [0.79046, 2.75772, -0.35488], [0.55975, 2.92352, 1.35314], [-1.50895, -0.19649, 1.44930], [-1.68181, 1.58362, 1.98955]], "mulliken_charge": [-0.08, -0.69, -0.44, 0.39, 0.26, 0.23, 0.53, 0.31, 0.34, -1.00, -0.27, -0.18, 0.37, 0.31, 0.36, 0.26, 0.32], "charge": 1, "multiplicity": 1, "relative_energy_ev": 2.148, "total_energy_ev": -7298.800, "e_homo_ev": -14.2, "max_force_ev_per_a": 0.88}

***

No. 7
{"formula": "C4H11N2", "method": "the ωB97M-V functional and the def2-TZVPD basis", "symbols": ["C", "C", "C", "C", "N", "N", "H", "H", "H", "H", "H", "H", "H", "H", "H", "H", "H"], "coordinates": [[-1.78323, -0.01844, -0.39996], [1.01082, -1.28794, 0.14523], [-3.02046, 0.15534, 0.25918], [2.30776, 0.81956, -0.53633], [-0.66268, -0.39015, 0.12023], [1.98214, -0.26450, 0.51034], [-1.76042, -0.12041, -1.51306], [0.85193, -1.36393, -0.97155], [-3.69491, -0.60871, -0.18006], [-3.57726, 1.08287, 0.17311], [-2.80443, 0.13978, 1.30473], [1.27222, 1.24528, -0.76917], [2.88110, 1.53857, -0.11397], [2.94790, 0.26326, -1.29455], [-0.57407, -0.58124, 1.14938], [1.71990, 0.18279, 1.36935], [2.90369, -0.79214, 0.74710]], "mulliken_charge": [0.24, -0.45, -0.97, -0.78, -0.41, -0.17, 0.32, 0.23, 0.26, 0.35, 0.30, 0.26, 0.42, 0.32, 0.33, 0.35, 0.41], "charge": 1, "multiplicity": 1, "relative_energy_ev": 5.873, "total_energy_ev": -7295.075, "e_homo_ev": -13.0, "max_force_ev_per_a": 4.58}

***

No. 8
{"formula": "C4H11N2O", "method": "the ωB97M-V functional and the def2-TZVPD basis", "symbols": ["N", "C", "C", "C", "O", "C", "N", "H", "H", "H", "H", "H", "H", "H", "H", "H", "H", "H"], "coordinates": [[1.04553, -0.67795, -2.09772], [0.46539, -0.29745, -0.39454], [1.11237, 0.79183, 0.49175], [0.13785, 1.37084, 1.55753], [-0.23356, 0.44502, 2.45738], [-1.06572, -0.26112, -0.42284], [-1.64445, -1.30655, -1.31287], [0.79456, 0.17420, -1.56915], [2.00423, -0.36025, -2.32675], [0.76250, -1.25184, 0.00466], [1.90873, 0.29610, 1.04446], [1.59722, 1.55913, -0.12032], [0.75545, 2.19270, 2.00703], [-0.73078, 1.85143, 1.05446], [-1.31808, -0.41137, 0.62942], [-1.30395, 0.70379, -0.86941], [-1.04420, -1.22356, -2.13706], [-1.15356, -2.15790, -0.99378]], "mulliken_charge": [-0.73, 0.22, -0.65, -0.61, -0.89, -0.78, -0.79, -0.04, 0.21, 0.40, 0.22, 0.44, 0.32, 0.24, 0.37, 0.34, 0.43, 0.29], "charge": -1, "multiplicity": 1, "relative_energy_ev": 4.363, "total_energy_ev": -9350.127, "e_homo_ev": -2.8, "max_force_ev_per_a": 3.63}